{"formula": "C11H25P", "method": "the ωB97M-V functional and the def2-TZVPD basis", "e_tot_ev": -21098.008, "e_above_lowest_ev": 2.8715, "fmax_ev_per_a": 4.49, "smiles": "CP(C)C(C(C)(C)C)C(C)(C)C", "lumo_energy_ev": 0.803, "multiplicity": 1, "charge": 0, "elements": ["C", "C", "C", "C", "C", "C", "C", "C", "C", "C", "C", "P", "H", "H", "H", "H", "H", "H", "H", "H", "H", "H", "H", "H", "H", "H", "H", "H", "H", "H", "H", "H", "H", "H", "H", "H", "H"], "positions_angstrom": [[-0.3377, 0.0525, -2.6647], [1.9526, -0.2209, -1.6008], [0.2856, -2.1108, -1.7232], [-1.3617, 0.9980, 1.8126], [0.2510, 2.2818, 0.3578], [-2.0015, 1.5871, -0.4137], [-0.2804, -2.0390, 2.1842], [1.9666, -0.1419, 2.0719], [-0.2491, -0.2735, -0.0318], [0.3396, -0.6015, -1.5256], [-0.8184, 1.1167, 0.3646], [0.9381, -1.2090, 0.9953], [-1.5075, -0.0315, -2.5478], [-0.0787, 1.0719, -2.5896], [0.0718, -0.3854, -3.5967], [2.2957, -0.9748, -0.8665], [2.3728, -0.3746, -2.6180], [1.9588, 0.7840, -1.4362], [-0.6074, -2.5402, -2.4076], [0.2845, -2.8036, -0.8014], [1.2631, -2.5141, -2.1840], [-0.5551, 1.0768, 2.5167], [-1.9000, 0.0251, 2.0110], [-2.0761, 1.7745, 1.8525], [0.9500, 2.1934, 1.1786], [0.7831, 2.2578, -0.6027], [-0.3712, 3.2114, 0.3915], [-1.8626, 1.5184, -1.5304], [-2.0997, 2.6526, -0.2858], [-2.9210, 0.9243, -0.1770], [-0.4396, -3.0482, 2.0396], [-1.1999, -1.6495, 1.9595], [-0.2318, -1.7169, 3.1833], [1.4138, 0.5010, 2.6421], [2.4882, 0.4777, 1.3266], [2.5078, -0.7583, 2.6936], [-1.2238, -1.1113, 0.0224]], "forces_ev_per_a": [[-2.2999, -0.6771, -0.2291], [-2.8117, -3.3982, -0.8573], [-0.1977, -3.8855, -0.9269], [0.1337, -1.6193, -0.7227], [-1.4492, -0.5519, -0.8764], [-1.3129, -1.5557, -2.6659], [1.5881, 1.8214, -0.6615], [-1.0002, 0.5543, -3.2243], [-2.1122, -2.0424, -1.9349], [1.7494, -0.4638, 1.1329], [1.3670, -0.4110, 1.2004], [-0.2972, -1.8780, 1.6658], [2.2879, -0.1351, -0.7641], [0.0388, 1.5098, -0.4918], [-0.6283, 0.3564, 0.3065], [0.9248, 1.1469, -0.3636], [-0.4269, -0.3136, 0.6049], [0.8519, 2.7116, 1.1956], [1.8502, 1.3218, 1.4397], [-0.3629, 1.4726, -1.0823], [-1.4800, 0.7968, 0.1565], [0.0928, 0.2353, 0.6032], [0.4591, 1.2020, -0.4162], [-0.6750, 1.0193, 0.9368], [0.1002, 0.2132, 0.0910], [-0.0311, 0.2488, 0.2985], [1.0356, -0.4763, 0.2861], [-0.1333, -0.0403, 1.2150], [-0.8405, 0.2431, 0.6142], [1.2090, 1.4575, -0.2807], [0.4947, -2.3787, -0.0072], [-2.3541, 0.9726, -0.9506], [0.8376, -0.1299, 1.6461], [-1.4503, 1.7531, 1.6947], [0.6418, -0.3614, 0.6080], [1.7441, -1.2552, 1.0199], [2.4567, 2.5368, -0.2601]]}

{"formula": "C6H11NSi", "method": "the ωB97M-V functional and the def2-TZVPD basis", "e_tot_ev": -15764.588, "e_above_lowest_ev": 3.0210, "fmax_ev_per_a": 1.23, "lumo_energy_ev": [0.406, -0.081], "multiplicity": 1, "charge": 0, "elements": ["C", "C", "C", "C", "C", "C", "N", "Si", "H", "H", "H", "H", "H", "H", "H", "H", "H", "H", "H"], "positions_angstrom": [[-2.4079, 0.7431, -0.0607], [-1.2959, 0.9740, -0.7589], [-2.8601, -0.5626, 0.4542], [-0.2979, -0.0512, -1.1837], [1.4493, 1.0832, 1.3290], [2.4553, -1.4945, -0.3198], [-2.2005, -1.5926, 0.6309], [1.0052, -0.3709, 0.1828], [-3.0712, 1.5721, 0.1560], [-1.0810, 1.9883, -1.0808], [-3.9453, -0.5467, 0.7055], [-0.8104, -0.9962, -1.3781], [0.1910, 0.2800, -2.1021], [2.4437, 0.9682, 1.7518], [1.4181, 2.0292, 0.7931], [0.7422, 1.1555, 2.1525], [3.0472, -1.0419, -1.1145], [3.1199, -1.6813, 0.5195], [2.0983, -2.4559, -0.6766]], "forces_ev_per_a": [[0.1747, 0.3949, 0.0372], [0.2495, -0.2333, -0.1556], [-0.8183, 0.8645, -0.1319], [0.2593, 0.2964, 0.0333], [-0.1432, -0.1050, -0.6104], [-0.2872, 0.5878, -0.1711], [0.4599, -0.6113, 0.1437], [-0.3791, -0.8029, 0.8568], [-0.0034, -0.0136, 0.0100], [-0.1381, 0.0484, 0.1216], [0.3228, -0.3682, 0.0102], [0.2128, -0.0999, 0.0582], [0.0074, 0.0018, -0.1081], [0.1279, -0.1109, -0.0092], [0.0600, 0.2186, -0.0490], [-0.0863, -0.0667, -0.0003], [0.1457, 0.0175, -0.1470], [-0.0242, 0.0658, 0.1693], [-0.1403, -0.0838, -0.0576]]}

{"formula": "C4H8F2N3", "method": "the ωB97M-V functional and the def2-TZVPD basis", "e_tot_ev": -14171.328, "e_above_lowest_ev": 4.7829, "fmax_ev_per_a": 7.64, "smiles": "C/C(F)=N/[N+](C)=N\\CF", "lumo_energy_ev": -5.723, "multiplicity": 1, "charge": 1, "elements": ["C", "C", "C", "C", "N", "N", "N", "F", "F", "H", "H", "H", "H", "H", "H", "H", "H"], "positions_angstrom": [[-1.0996, 0.3906, -0.6062], [-2.0332, 0.0321, -1.6657], [0.7266, -0.5653, 2.2103], [2.1971, 1.2475, -0.5005], [-0.1527, -0.4474, 0.1108], [1.8337, 0.6104, 0.6413], [0.8755, -0.0877, 0.8833], [-0.9459, 1.6473, -0.3140], [3.4168, 1.8470, -0.3428], [-3.0425, -0.1252, -1.4731], [-1.9557, 0.7016, -2.5045], [-1.6135, -0.9817, -2.0327], [1.6314, -1.0019, 2.7916], [-0.1037, -1.2772, 2.3295], [0.3087, 0.2868, 2.8220], [1.4552, 1.9823, -0.9366], [2.4316, 0.5123, -1.2618]], "forces_ev_per_a": [[5.8297, -2.0643, 4.2277], [2.8429, -3.0754, -1.2418], [-0.5684, -0.9448, 4.7631], [0.3018, 1.2531, -3.0988], [-5.4091, 1.2243, -5.2550], [1.1830, -0.1668, 2.0688], [-1.1032, 1.3199, -0.4160], [-0.5216, 0.7246, -0.1036], [-0.4401, 0.3748, 0.6064], [-1.7670, -0.0399, 1.0544], [0.2243, 0.6635, -0.1030], [-0.8626, 1.4265, 0.4493], [-1.1496, 1.0602, -1.7316], [0.5360, -0.0535, -0.8229], [0.8377, -0.4840, -0.6461], [0.6385, -0.5571, 0.7373], [-0.5723, -0.6611, -0.4880]]}

{"formula": "C5H15OPSi", "method": "the ωB97M-V functional and the def2-TZVPD basis", "e_tot_ev": -24639.009, "e_above_lowest_ev": 4.1502, "fmax_ev_per_a": 5.48, "lumo_energy_ev": [-0.036, -0.586], "multiplicity": 1, "charge": 0, "elements": ["C", "C", "C", "C", "C", "O", "Si", "P", "H", "H", "H", "H", "H", "H", "H", "H", "H", "H", "H", "H", "H", "H", "H"], "positions_angstrom": [[-1.7791, -0.5556, 1.1872], [-0.8435, 1.9347, -0.7048], [-2.1451, -0.7462, -1.8009], [2.7746, 1.7168, 0.9564], [1.7376, -1.8456, 0.8166], [1.3225, -1.1955, -1.8902], [-1.0051, 0.0429, -0.4312], [1.1404, -0.5298, -0.6003], [-1.5200, -1.5567, 1.4401], [-1.3999, 0.0245, 2.1017], [-2.8231, -0.7011, 1.1065], [-0.6143, 2.0739, -1.7300], [-1.8644, 2.2865, -0.6907], [-0.1783, 2.3243, -0.0813], [-1.5974, -1.4412, -2.3421], [-3.0334, -1.1575, -1.3040], [-2.4746, 0.1773, -2.2060], [3.0640, 1.2233, 1.8729], [3.5733, 1.9483, 0.2653], [1.9197, 2.2931, 1.0817], [1.0467, -2.6697, 0.8704], [2.6341, -2.2613, 0.4326], [2.0656, -1.3852, 1.6504]], "forces_ev_per_a": [[2.0597, 1.3281, 1.3330], [-3.7195, -3.4515, -2.0762], [-0.0087, 1.4018, 3.3106], [1.1387, -1.2741, 0.1417], [-1.3567, 0.4794, -4.1324], [0.4651, -0.6675, -2.3963], [-1.4155, -0.0213, -0.0810], [1.3679, -1.3001, 3.9300], [0.9313, -1.0762, -0.1513], [-1.0899, -0.5188, -1.2015], [-1.4044, 0.8596, 0.0670], [0.8947, 0.0932, -1.0643], [-0.2887, 0.7048, 0.7580], [2.5183, 2.1100, 2.6291], [0.6312, -0.9670, -1.6065], [0.4079, -0.2653, -0.1015], [-0.2491, 0.4886, -1.5864], [0.1306, -0.3440, -0.0883], [-0.3279, 0.1054, -0.1182], [-1.2796, 1.1427, -0.3090], [-0.5213, 0.0035, 0.4929], [0.9177, -0.3794, -0.9812], [0.1980, 1.5482, 3.2317]]}